1.
A 2-piece molecular cluster, C2H7OS overall, computed with the ωB97M-V functional and the def2-TZVPD basis.

**LUMO energy**: 0.1498 Eh
**Calculated total energy**: -553.7341 hartree
**Energy above the lowest of the compared OMol25 structures with the same formula, charge and spin**: 340.8 kJ/mol
**Total charge**: -1

Each line ends with the Mulliken charge.
Positions of all 11 atoms, in Å:
1 O -1.35440 2.46384 0.02217  -0.79
2 H -0.64715 2.49432 -0.59064  0.36
3 C 0.43629 -1.43457 -1.19693  -0.90
4 S -0.21864 -0.45245 -0.02683  -0.29
5 C 1.30248 -0.44169 1.17065  -0.84
6 H -0.16993 -1.87565 -2.03432  0.14
7 H 1.41674 -1.78640 -1.11772  0.23
8 H -1.35450 1.45355 0.21327  0.35
9 H 1.64328 -1.50422 1.15525  0.25
10 H 2.06698 0.18431 0.60280  0.19
11 H 0.94530 -0.17986 2.18101  0.30


2.
A 2-piece molecular cluster, C4H7BrNS overall, computed with the ωB97M-V functional and the def2-TZVPD basis.

**LUMO energy**: -0.1540 Eh
**Calculated total energy**: -3183.2910 hartree
**Energy above the lowest of the compared OMol25 structures with the same formula, charge and spin**: 89.5 kJ/mol
**Total charge**: +1

Each line ends with the Mulliken charge.
Positions of all 14 atoms, in Å:
1 C 0.38195 1.43618 0.21358  -0.25
2 C 1.40463 2.07902 -0.36419  -0.28
3 C 0.54001 0.22097 -1.63981  -0.01
4 C -1.05772 -0.59158 0.00181  -0.65
5 N -0.10098 0.35742 -0.54758  0.25
6 S 1.82437 1.28137 -1.87461  0.03
7 Br 1.99956 -2.25596 0.28070  -0.18
8 H -0.01644 1.60231 1.21909  0.37
9 H 2.15699 2.75356 0.15799  0.37
10 H 0.24054 -0.55413 -2.44907  0.32
11 H -1.62342 -0.86830 -0.97214  0.32
12 H -0.41053 -1.43715 0.49025  0.15
13 H -1.82318 -0.12274 0.74953  0.32
14 H 1.54997 -3.18426 1.18882  0.24


3.
A 2-piece molecular cluster, C4H8ClN2 overall, computed with the ωB97M-V functional and the def2-TZVPD basis.

**LUMO energy**: -0.1350 Eh
**Calculated total energy**: -726.5661 hartree
**Energy above the lowest of the compared OMol25 structures with the same formula, charge and spin**: 334.2 kJ/mol
**Total charge**: +1

Each line ends with the Mulliken charge.
Positions of all 15 atoms, in Å:
1 C 2.18114 0.07371 -0.22049  -0.60
2 C 0.42141 -1.59094 0.24841  0.54
3 C -1.22398 2.01841 -0.45016  -0.68
4 C -1.39377 0.82167 0.03967  -0.10
5 N 1.29623 -1.00637 -0.21965  0.07
6 N -0.60924 -2.16734 0.67066  -0.33
7 Cl -2.51139 -0.42325 -0.79316  -0.24
8 H 1.57463 1.02771 -0.36871  0.26
9 H 2.73303 0.00364 -1.15205  0.29
10 H -1.69494 2.57464 -1.33478  0.29
11 H -0.75073 2.79560 0.26629  0.26
12 H 2.96830 0.08702 0.59142  0.31
13 H -0.76673 0.41981 0.82289  0.49
14 H -0.63577 -2.94106 1.35752  0.29
15 H -1.58820 -1.69328 0.54216  0.15


- Which formula does entry 2 have?
  C4H7BrNS